Record 1
Density functional theory data (ωB97M-V/def2-TZVPD) for C24H43Cl2N4O4SiTi as an isolated structure in a non-equilibrium geometry.

Structure (XYZ):
```
79
Properties=species:S:1:pos:R:3:mulliken_charge:R:1
C -2.28260 -0.03423 -4.85920 -1.803
C -1.56802 -0.86187 -3.80319 0.661
H -1.51316 0.65938 -5.26323 0.206
H -3.08026 0.59535 -4.42725 0.337
H -2.63343 -0.62654 -5.73358 0.414
C -0.68158 -1.78286 -4.12880 0.458
C -0.35643 -2.06901 -5.53943 -1.705
H -0.09510 -2.29018 -3.37334 0.555
H 0.29943 -1.28959 -5.93673 0.290
H -1.25448 -2.07386 -6.16280 0.345
H 0.25308 -2.96461 -5.66404 0.393
Ti 1.37820 0.81697 2.23667 -0.363
Cl 1.94176 2.79321 1.18857 -0.670
C -0.21444 -1.66816 3.04428 -0.013
O 0.82845 -0.93358 3.16677 -0.562
N -0.11690 -2.93788 3.41236 0.488
C 1.25663 -3.40403 3.54807 -0.932
C -1.22936 -3.76088 3.85971 -0.999
H -1.17388 -1.29008 2.63923 0.319
H 1.87947 -2.60515 3.96679 0.253
H 1.66380 -3.67616 2.56417 0.120
H 1.25545 -4.27867 4.18690 0.422
H -2.08617 -3.11554 4.10979 0.312
H -0.89476 -4.30937 4.75210 0.387
H -1.52545 -4.48401 3.08311 0.264
H 1.36360 3.52437 6.84441 0.357
H -0.75670 4.78599 6.33934 0.303
C 1.63068 3.49522 5.78719 -0.968
C -0.43306 4.84220 5.29010 -0.897
N 0.44856 3.72033 4.98254 0.290
H 2.03339 2.50539 5.52539 0.222
C 0.22381 2.88977 4.00614 0.455
O 0.90245 1.78764 3.91370 -0.688
H -1.31502 4.78994 4.63358 0.281
H -0.53690 3.19041 3.28936 0.181
H 2.38847 4.26336 5.58963 0.300
H 0.07143 5.81233 5.14702 0.318
H 2.22388 0.46587 -2.27232 0.027
H 2.50550 -2.30858 -2.48934 0.213
C 3.22213 0.27840 -1.85184 -0.726
C 3.37583 -2.14671 -1.83199 -0.898
N 3.23981 -0.92926 -1.04935 0.233
H 3.52557 1.15208 -1.26843 0.312
C 3.16114 -0.98607 0.31913 0.383
O 3.29181 -0.04056 1.16373 -0.653
H 3.46126 -2.99526 -1.14850 0.351
H 2.86593 -2.00998 0.62920 0.067
H 3.91903 0.13091 -2.69630 0.339
H 4.26851 -2.10352 -2.47822 0.380
O -1.09290 0.85560 -2.25199 0.006
C -1.78270 -0.43592 -2.39343 -0.193
C -0.09080 -1.96829 -1.18508 -0.274
C -1.41686 -1.49596 -1.31908 1.475
H 0.71864 -1.45264 -1.69711 0.250
C 0.23556 -3.06398 -0.35046 -0.351
H -2.83516 -0.19653 -2.24299 0.459
C -2.39141 -2.08001 -0.50669 -1.104
H 1.28301 -3.37069 -0.25294 0.185
C -0.79097 -3.77283 0.24879 -1.048
C -2.06560 -3.21587 0.24318 -0.645
H -3.40812 -1.67221 -0.45978 0.333
H -0.56175 -4.73094 0.68578 0.463
H -2.84239 -3.75250 0.76389 0.399
Si -1.28207 2.43190 -2.49726 0.384
Cl 0.71386 -0.36688 0.57898 0.270
C 0.53158 2.98745 -2.51692 -0.923
C -1.87235 3.04156 -0.80798 -0.927
C -2.34196 3.02790 -3.87205 -1.350
H 1.22130 2.24970 -2.96681 0.156
H 0.87368 3.18382 -1.48653 0.124
H 0.52176 3.92088 -3.09304 0.425
H -1.92853 2.72757 -4.83839 0.363
H -2.38770 4.12242 -3.87259 0.425
H -3.37392 2.66231 -3.80219 0.360
H -2.58526 2.35360 -0.33133 0.312
H -2.33705 4.00001 -1.06652 0.373
H -1.02592 3.19382 -0.12205 0.044
N -1.99713 1.13981 2.08126 -1.167
C -0.82021 1.15393 2.09024 0.814
```

**Spin multiplicity**: 3
**Gap between HOMO and LUMO (alpha / beta)**: 3.292 / 7.101 eV
**E_tot**: -95775.9625 eV
**E_HOMO (alpha / beta)**: -0.63 / -4.48 eV
**Molar mass**: 598.5 g mol⁻¹
**<S²>**: 2.009
**Net charge**: -1
**ΔE to the lowest compared entry with this formula, charge and spin**: 0.000 eV
**E_LUMO (alpha / beta)**: 2.66 / 2.62 eV

Record 2
Density functional theory data (ωB97M-V/def2-TZVPD) for C24H43Cl7P2Ti as an isolated structure in a non-equilibrium geometry.

Structure (XYZ):
```
77
Properties=species:S:1:pos:R:3:mulliken_charge:R:1
Ti -0.03804 -0.12947 0.07576 -0.980
Cl 0.70037 0.23951 -2.10426 -0.634
P -0.85047 -2.48678 -0.55561 1.848
C 0.22187 -3.47290 -1.73032 0.440
C -1.07808 -3.58091 0.93312 0.378
C -2.48270 -2.61184 -1.45219 0.378
C 1.59769 -2.82695 -1.84694 -1.112
H -0.29064 -3.34750 -2.69950 0.548
C 0.37729 -4.97438 -1.46365 -1.821
H 0.90462 -5.17560 -0.52170 0.263
H 1.00281 -5.39346 -2.26965 0.517
H -0.57175 -5.52265 -1.46221 0.292
H 1.60387 -2.01556 -2.57856 0.196
H 2.34016 -3.57793 -2.13923 0.500
H 1.93202 -2.40528 -0.89043 -0.274
H -2.25233 -2.08437 -2.39858 0.495
C -3.62459 -1.84648 -0.75143 -1.423
C -2.88704 -4.05412 -1.79160 -1.508
H -2.18351 -4.52020 -2.49236 0.312
H -3.88223 -4.04249 -2.26263 0.461
H -2.96321 -4.68801 -0.89480 0.237
H -3.22873 -1.05988 -0.09459 0.205
H -4.26893 -2.50820 -0.15374 0.336
H -4.25366 -1.36407 -1.51718 0.420
C 0.15387 -3.46601 1.83648 -1.331
H -1.09650 -4.59746 0.51814 0.599
C -2.37582 -3.37086 1.71236 -1.492
H 1.06494 -3.81357 1.33585 0.103
H -0.00189 -4.08327 2.73469 0.512
H 0.35724 -2.44568 2.18346 -0.040
H -2.51365 -2.32804 2.02804 0.139
H -2.34081 -3.96910 2.63569 0.480
H -3.25917 -3.69052 1.14880 0.263
Cl -1.51426 0.14282 1.80500 -0.559
H -1.46986 0.14706 -0.59642 0.371
P -0.06535 2.55703 -0.44812 1.018
C -1.00955 3.30605 -1.86240 0.681
C -0.46622 3.65290 0.98408 0.325
C 1.69939 2.93591 -0.91054 0.670
C -2.34988 2.58344 -2.05516 -1.350
H -0.36186 3.07561 -2.72503 0.526
C -1.23672 4.82629 -1.82288 -1.662
H -2.00125 5.11248 -1.09063 0.261
H -1.60438 5.14019 -2.81337 0.480
H -0.33118 5.40280 -1.61086 0.302
H -2.19383 1.54510 -2.37419 0.148
H -2.92466 3.10400 -2.83766 0.496
H -2.94573 2.58621 -1.12943 0.233
H 1.79330 2.45303 -1.89695 0.544
C 2.69258 2.20589 0.01556 -0.890
C 1.98074 4.42012 -1.11849 -1.905
H 1.44999 4.79570 -2.00056 0.337
H 3.05224 4.56791 -1.29882 0.535
H 1.70642 5.04015 -0.25619 0.298
H 2.24453 1.60580 0.82212 -0.539
H 3.38365 2.91079 0.49757 0.435
H 3.29261 1.48838 -0.56807 0.299
C -1.96634 3.61521 1.27478 -1.450
H -0.16825 4.65951 0.65544 0.587
C 0.36473 3.22701 2.19721 -1.417
H -2.57581 4.08755 0.49430 0.254
H -2.15633 4.14183 2.21997 0.478
H -2.30382 2.58060 1.42755 0.080
H 0.19685 2.17313 2.46542 0.054
H 0.05782 3.81748 3.06997 0.545
H 1.43863 3.37549 2.03059 0.233
Cl 3.61196 -2.84570 0.67685 -0.189
C 3.31795 -1.25584 1.32252 -0.126
C 2.03434 -0.76397 1.65486 0.007
C 2.03346 -0.10198 2.88879 0.127
Cl 0.76283 -0.25558 4.05253 -0.097
C 3.14711 0.69105 3.28124 0.103
Cl 3.09706 1.72429 4.66063 -0.213
C 4.36323 0.51041 2.57848 0.176
Cl 5.65183 1.58326 2.86108 -0.214
C 4.48275 -0.51827 1.60614 -0.071
Cl 5.97622 -0.83713 0.80185 -0.231
```

**Spin multiplicity**: 2
**Gap between HOMO and LUMO (alpha / beta)**: 6.582 / 7.332 eV
**E_tot**: -154938.6824 eV
**E_HOMO (alpha / beta)**: -3.99 / -4.74 eV
**Molar mass**: 689.6 g mol⁻¹
**<S²>**: 0.755
**Net charge**: -1
**ΔE to the lowest compared entry with this formula, charge and spin**: 0.000 eV
**E_LUMO (alpha / beta)**: 2.59 / 2.59 eV

Record 3
Density functional theory data (ωB97M-V/def2-TZVPD) for C24H43ClO4P2Y as an isolated structure in a non-equilibrium geometry.

Structure (XYZ):
```
75
Properties=species:S:1:pos:R:3:mulliken_charge:R:1
Y -0.67271 1.42228 1.70653 -1.365
C 0.50144 3.58852 1.33485 0.395
C -0.42689 3.59387 0.24007 0.904
C -1.65042 3.58216 2.22021 0.362
C -0.24851 3.59431 2.55632 0.403
C -1.75782 3.58667 0.78444 0.913
C 1.98890 3.61922 1.22614 -1.592
H 2.34963 3.35389 0.22942 0.329
H 2.48706 2.95769 1.94218 0.279
H 2.33540 4.63459 1.44357 0.393
C 0.30338 3.39935 3.93062 -1.244
H 1.33517 3.03165 3.93840 0.262
H -0.27047 2.70163 4.55540 0.394
H 0.28459 4.36711 4.44069 0.380
C -2.77131 3.44152 3.19134 -1.296
H -2.97288 4.41572 3.64580 0.371
H -2.55122 2.74419 4.01364 0.221
H -3.70195 3.08429 2.73028 0.300
C -3.02071 3.69140 0.00494 -1.588
H -3.36353 4.73202 -0.00328 0.382
H -3.83309 3.09815 0.42707 0.329
H -2.89877 3.38458 -1.03486 0.322
C -0.08299 3.70498 -1.20641 -1.681
H -0.15963 4.74746 -1.53749 0.276
H -0.74625 3.12323 -1.85433 0.374
H 0.93356 3.37593 -1.42243 0.401
C 2.96064 -4.17205 -1.85701 -0.255
C 3.50809 -3.20835 -2.61155 -0.527
C 3.34191 -2.95890 -4.08216 -0.557
C 2.10179 -3.58644 -4.75180 -0.938
C 0.81057 -3.12996 -4.14143 -0.226
C 0.16310 -3.62574 -3.07688 -0.480
C 0.53259 -4.79727 -2.21761 -0.367
C 2.00611 -5.25249 -2.26625 -0.970
H 4.23989 -3.28010 -4.63820 0.356
H 2.20263 -4.67750 -4.79080 0.337
H 3.29427 -1.86559 -4.21925 0.277
H 2.23703 -5.69569 -3.24250 0.359
H 3.25210 -4.22578 -0.79520 0.382
H 4.24047 -2.53729 -2.14017 0.501
H 2.10392 -6.06891 -1.52469 0.410
H 0.28470 -4.52561 -1.17659 0.143
H -0.80816 -3.18114 -2.81406 0.460
H -0.10689 -5.66639 -2.45170 0.399
H 2.10507 -3.23628 -5.80183 0.386
H 0.35334 -2.28268 -4.67781 0.341
P 0.98610 -0.14050 0.46410 1.377
P -2.39504 -0.05116 0.29698 1.371
C -0.02756 -1.56286 -0.09771 -0.478
C -1.46271 -1.63375 0.46735 -0.892
H 0.56374 -2.43547 0.21504 0.544
H -0.03386 -1.46107 -1.19802 0.072
H -2.07886 -2.32580 -0.12363 0.601
H -1.46781 -1.91345 1.54166 0.286
C -3.90508 -0.17735 1.27301 -1.262
H -4.48318 0.77465 1.17301 0.326
H -3.66490 -0.35335 2.35175 0.267
H -4.43125 -1.03351 0.79848 0.494
C -2.77862 0.24565 -1.43557 -1.270
H -3.18738 -0.72258 -1.79385 0.462
H -1.84629 0.54400 -1.97573 0.257
H -3.51748 1.08288 -1.48031 0.376
C 2.02368 -0.66702 1.84982 -1.314
H 2.54570 0.21123 2.30070 0.332
H 2.74466 -1.34342 1.34992 0.504
H 1.43053 -1.16286 2.64597 0.416
C 2.00857 0.44267 -0.87718 -1.017
H 1.35696 0.93390 -1.64115 0.294
H 2.48098 -0.49005 -1.25163 0.220
H 2.73990 1.18260 -0.47292 0.385
O -0.64040 -1.55759 3.70575 -0.597
Cl -0.71242 -0.24531 4.36384 1.679
O -1.32962 -0.20476 5.63569 -0.566
O 0.58146 0.45679 4.26363 -0.541
O -1.71294 0.60524 3.42535 -0.582
```

**Gap between HOMO and LUMO**: 8.344 eV
**E_tot**: -65906.5645 eV
**E_HOMO**: -11.08 eV
**Molar mass**: 581.9 g mol⁻¹
**Net charge**: +1
**ΔE to the lowest compared entry with this formula, charge and spin**: 2.009 eV
**E_LUMO**: -2.74 eV